A molecular structure, C22H45N2OP3RhSe in a non-equilibrium geometry. Source: the Open Molecules 2025 dataset; level of theory: ωB97M-V/def2-TZVPD.

XYZ file:
```
75
Properties=species:S:1:pos:R:3:forces:R:3
Rh 0.812800 -0.216599 -0.139547 -1.29 0.96 2.56
P 2.756801 0.228106 -1.144300 1.51 0.71 0.33
P -0.012303 2.266101 0.259643 -0.15 1.23 0.53
P 0.494232 -2.507065 -0.254470 -0.72 -0.79 0.06
H -3.774597 1.479004 -0.636928 0.47 -0.45 -0.04
C -4.132232 0.462203 -0.452594 -0.20 0.13 0.78
C -4.076819 -0.058178 0.801202 0.15 0.28 -2.34
H -3.385511 0.300314 1.554863 -0.44 0.65 0.06
C 2.789488 1.270015 -2.624894 0.15 0.00 -0.38
C 3.674903 1.277062 0.058752 0.07 -0.09 -0.01
C 3.806004 -1.254649 -1.349643 0.18 0.24 -0.35
C -1.605693 2.818132 1.025990 -0.32 -0.46 -0.17
C 1.080691 3.110243 1.482897 0.36 -0.11 0.20
C 0.093644 3.484545 -1.124368 0.00 -0.35 -0.36
C -1.303368 -2.866316 -0.117073 0.14 -0.09 -0.05
C 1.248378 -3.409256 1.146739 0.01 -0.16 -0.10
C 0.948826 -3.433049 -1.760568 0.04 -0.19 0.18
H -4.624864 0.044880 -1.359842 -0.08 0.04 1.27
H -4.655799 -0.926306 1.041038 -0.01 -0.61 0.08
H 2.605515 0.669665 -3.516341 0.08 0.08 0.02
H 3.731818 1.800011 -2.760782 0.17 -0.17 0.10
H 2.012906 2.039079 -2.530871 0.11 -0.23 0.02
H 4.754039 1.289142 -0.149669 -0.26 -0.06 0.03
H 3.507760 0.882946 1.072080 0.19 0.20 -0.22
H 3.308372 2.314852 0.010104 0.05 -0.42 0.03
H 4.859003 -1.001275 -1.512529 -0.15 0.05 0.02
H 3.465321 -1.835781 -2.209851 -0.01 0.02 0.08
H 3.739635 -1.879432 -0.451534 -0.05 0.18 -0.12
H -1.724699 3.911055 0.942294 0.18 -0.42 -0.08
H -1.591222 2.576768 2.093373 -0.06 -0.14 -0.12
H -2.462283 2.319815 0.561001 0.15 0.21 0.17
H 1.687468 3.869963 0.976935 -0.06 -0.14 0.25
H 1.737226 2.383481 1.970886 0.03 0.32 -0.11
H 0.479120 3.595359 2.262377 0.15 -0.01 -0.31
H -0.456957 4.403563 -0.871224 0.21 -0.36 -0.04
H -0.338475 3.047128 -2.032949 0.01 0.23 0.11
H 1.138998 3.749783 -1.328058 -0.23 -0.10 0.05
H -1.469897 -3.913839 -0.401785 -0.11 0.21 0.13
H -1.847876 -2.197163 -0.797520 0.07 -0.25 0.30
H -1.659859 -2.708817 0.911135 0.12 -0.01 -0.46
H 0.798060 -4.406002 1.248920 0.21 0.18 -0.06
H 1.098873 -2.844395 2.080589 0.04 -0.34 -0.43
H 2.324916 -3.511906 0.963968 -0.18 -0.06 0.15
H 0.436926 -4.405188 -1.749730 0.21 0.20 -0.06
H 2.029794 -3.599332 -1.790650 -0.18 0.00 -0.05
H 0.646342 -2.888232 -2.661832 0.04 -0.07 0.16
C -0.782265 -0.442810 -3.406825 0.47 0.60 2.46
C 0.077042 0.294919 -4.245589 0.42 -0.06 -1.35
C 0.173307 -0.078623 -5.585272 0.91 1.22 1.16
C -0.730226 -0.982101 -6.147685 -0.21 -0.48 -0.35
C -1.613219 -1.670190 -5.307562 -0.76 -0.27 1.13
C -1.623376 -1.421839 -3.939323 -1.43 -1.12 -1.28
O -0.749764 -0.299631 -2.045424 0.30 -0.52 -2.58
H 0.336310 -0.373045 -1.698485 -0.92 0.04 -1.77
H 0.622281 1.133984 -3.820579 0.00 -0.38 -0.28
H 0.969995 0.336805 -6.194044 -0.33 0.28 -0.07
H -0.781663 -1.158639 -7.229058 0.23 0.13 0.46
H -2.299112 -2.393234 -5.747151 0.15 0.10 0.24
H -2.299375 -1.967892 -3.276309 0.27 0.17 -0.22
C 0.827493 1.932671 5.018969 0.52 0.52 0.17
N -0.309462 1.053466 4.822522 -0.61 -0.56 0.18
C -1.363298 0.962731 5.722710 0.96 0.00 -0.98
C -2.182396 -0.023874 5.273750 0.78 -0.36 -1.14
N -1.619477 -0.523691 4.098948 0.46 0.62 0.52
C -2.145755 -1.677047 3.386997 -0.40 -0.40 -0.28
C -0.443156 0.135068 3.816903 -0.57 0.09 1.01
Se 0.961564 -0.231998 2.575114 -0.89 0.32 0.95
H 1.050639 1.960810 6.092343 0.03 0.04 -0.35
H 0.606212 2.949250 4.663800 0.01 -0.35 0.13
H 1.683517 1.531360 4.465553 -0.21 0.18 0.29
H -1.394109 1.573470 6.610084 -0.10 0.03 -0.06
H -3.069977 -0.445160 5.711283 -0.10 -0.02 -0.09
H -2.697814 -2.303399 4.102642 0.33 0.14 -0.28
H -2.842099 -1.368121 2.593189 0.35 -0.09 0.32
H -1.307223 -2.233673 2.953268 -0.30 0.08 0.22
```
Forces are in eV/Å.

Properties
Maximum force = 3.03 eV Å⁻¹
Total charge = +3
ΔE to the lowest compared entry with this formula, charge and spin = 0.8597 eV
Kohn-Sham gap (alpha / beta) = 7.2 / 5.0 eV
2S+1 = 5

=====

2 unconnected molecules or ions with the total composition H7N5O in a non-equilibrium geometry. Source: the Open Molecules 2025 dataset; level of theory: ωB97M-V/def2-TZVPD.

XYZ file:
```
13
Properties=species:S:1:pos:R:3:forces:R:3
N 1.775402 -2.225076 -0.622742 -0.11 0.30 0.51
O 1.170183 -0.158858 0.766423 0.23 -0.16 -0.32
N 0.654530 -0.338512 -0.404716 -1.25 0.22 0.73
N 0.885122 -1.332912 -1.134666 -0.02 0.43 -0.40
H -0.194081 1.862868 0.599768 -0.46 0.22 -0.36
H 2.304034 -1.866025 0.168800 -0.01 0.03 -0.13
H 2.293790 -2.694317 -1.346740 -0.10 0.08 -0.02
N -2.038035 1.177301 0.951423 0.14 0.04 -0.02
N -0.994945 1.581893 0.015134 0.18 -0.22 0.50
H -1.562740 0.559390 1.611191 -0.18 0.05 -0.16
H -2.685417 0.595582 0.423201 0.18 -0.03 0.10
H -1.343033 2.372030 -0.521306 0.20 -0.05 0.20
H -0.264810 0.466636 -0.505771 1.20 -0.91 -0.62
```
Forces are in eV/Å.

Properties
Maximum force = 1.63 eV Å⁻¹
Total charge = 0
ΔE to the lowest compared entry with this formula, charge and spin = 0.0000 eV
Kohn-Sham gap = 9.1 eV

=====

9 unconnected molecules or ions with the total composition C21H59O12PS in a non-equilibrium geometry. Source: the Open Molecules 2025 dataset; level of theory: ωB97M-V/def2-TZVPD.

XYZ file:
```
94
Properties=species:S:1:pos:R:3:forces:R:3
O 6.684895 0.321937 5.696067 -5.07 -4.38 5.38
C 6.000361 -0.449329 6.564140 4.04 2.47 -3.22
C 6.734276 -1.874637 7.039918 -1.44 0.38 0.86
C 6.748039 -2.904883 5.762209 0.80 -0.11 -0.02
C 8.250743 -3.481377 5.372839 -1.52 -0.69 0.26
S 9.242117 -2.162239 4.475943 -0.43 0.29 0.90
O 4.696295 -0.122275 7.161138 2.06 -1.18 -3.24
C 3.652909 0.094513 6.144483 -2.84 2.68 -0.01
P 3.827781 -0.967642 4.565332 2.18 -2.72 -0.12
O 4.516263 -0.074387 3.227950 -2.36 -1.82 0.27
O 2.315252 -1.738670 4.132593 0.59 1.46 1.33
H 7.804743 -1.668958 7.502768 -2.28 -0.20 -1.23
H 6.038500 -2.313508 7.903846 1.64 0.92 -1.87
H 6.378201 -2.300750 4.829139 0.52 -1.53 1.82
H 6.074077 -3.834393 6.021540 1.16 2.00 -0.69
H 8.811212 -3.979448 6.283789 -1.09 1.25 -1.78
H 8.057587 -4.345456 4.571963 0.62 2.00 1.66
H 8.927968 -0.947724 5.140169 -0.01 -1.70 -0.43
H 2.625592 -0.234928 6.655860 2.28 0.64 -1.09
H 3.505186 1.238269 5.875848 0.53 -2.20 0.83
H 4.592909 -0.772189 2.487646 -0.02 1.47 1.69
H 2.049071 -2.304832 4.919160 0.62 0.98 -1.33
C 2.994158 1.728910 0.148860 0.15 0.08 -0.17
C 1.525286 1.518280 0.452453 0.32 -0.07 0.28
O 1.199013 0.141033 0.338421 0.01 -0.56 0.07
H 3.232477 1.378510 -0.860760 -0.09 0.12 0.07
H 3.260951 2.786541 0.227969 0.07 -0.10 0.02
H 3.618908 1.154807 0.840879 -0.05 0.17 0.07
H 0.904261 2.076038 -0.254827 -0.03 -0.22 0.15
H 1.281637 1.854224 1.465013 0.00 0.20 -0.18
H 1.749628 -0.344473 0.976481 -0.35 0.24 -0.30
C -1.557091 -0.890650 -1.529216 0.28 -0.11 0.06
C -1.845163 -0.086378 -2.779928 -0.05 -0.17 0.42
O -3.204769 -0.246225 -3.157008 -0.57 0.14 -0.16
H -1.768211 -1.951860 -1.697052 0.07 0.15 -0.06
H -0.511475 -0.781771 -1.227796 -0.14 0.01 0.11
H -2.198000 -0.565257 -0.703291 0.13 0.08 -0.02
H -1.218395 -0.429287 -3.608532 -0.22 0.06 -0.01
H -1.648899 0.977667 -2.616256 0.22 0.04 0.02
H -3.752949 0.069032 -2.418005 0.27 -0.19 -0.39
C 1.439459 5.672253 2.910035 0.19 0.11 0.17
C 1.208647 5.256143 1.472086 -0.27 0.07 0.24
O 0.301394 4.164950 1.422528 -0.34 -0.05 0.02
H 1.839911 4.836325 3.492934 0.04 0.07 -0.15
H 2.140438 6.509826 2.965892 -0.08 -0.04 0.07
H 0.497670 5.968299 3.383521 0.06 0.10 -0.09
H 2.148356 4.940228 1.009316 -0.21 -0.10 0.00
H 0.796055 6.082791 0.885639 0.18 0.12 -0.01
H -0.532522 4.458410 1.828089 0.35 -0.17 -0.31
C -3.157669 0.990166 -6.958198 -0.20 0.03 -0.14
C -1.824552 0.299954 -6.756889 -0.23 0.20 0.20
O -0.848063 1.242979 -6.340428 0.24 0.21 0.30
H -3.071016 1.783082 -7.708320 0.03 -0.18 0.03
H -3.920531 0.277454 -7.283933 -0.01 0.10 0.06
H -3.492003 1.465092 -6.030047 -0.02 -0.17 0.00
H -1.483540 -0.154426 -7.691907 0.13 0.15 0.17
H -1.899799 -0.485670 -5.998842 -0.14 -0.15 -0.10
H -1.156163 1.634509 -5.505089 0.16 -0.22 -0.45
C -3.676714 -4.147000 -3.117008 0.15 -0.10 0.20
C -4.344196 -4.262885 -4.471688 0.07 0.33 0.22
O -5.377918 -3.296293 -4.587393 -0.12 0.30 -0.14
H -4.406933 -4.293933 -2.314452 0.07 -0.07 -0.15
H -2.880128 -4.888644 -3.010065 -0.02 0.07 0.05
H -3.249532 -3.148248 -2.979864 0.02 -0.11 -0.10
H -4.788738 -5.254829 -4.595941 -0.10 0.21 -0.06
H -3.623133 -4.104312 -5.279414 0.15 -0.18 -0.01
H -4.971526 -2.418681 -4.484159 -0.18 -0.41 -0.01
C -1.005101 3.451382 5.578911 -0.24 -0.01 -0.13
C -0.204968 2.758190 6.662144 -0.01 0.31 -0.18
O 1.102785 2.469919 6.189966 0.47 0.06 -0.07
H -1.068920 2.821926 4.685256 -0.02 0.01 0.16
H -2.017605 3.676475 5.925593 0.07 0.04 -0.07
H -0.519999 4.385237 5.276605 -0.07 0.00 0.12
H -0.681261 1.814952 6.945789 0.24 0.06 -0.05
H -0.125552 3.386619 7.554485 -0.20 -0.03 0.07
H 1.520214 3.314669 5.948801 -0.22 -0.46 0.12
C -4.029325 3.435720 -2.092688 -0.22 -0.11 -0.10
C -3.516530 4.719951 -1.474699 0.17 -0.26 -0.12
O -2.511613 4.428819 -0.514670 0.36 -0.05 0.12
H -4.439586 2.774900 -1.322033 -0.01 0.16 -0.05
H -4.808222 3.642579 -2.831978 0.08 -0.10 0.01
H -3.215925 2.889011 -2.580834 -0.06 0.10 -0.09
H -4.327774 5.252254 -0.969184 0.24 -0.05 0.06
H -3.092852 5.380666 -2.237229 -0.20 0.06 -0.10
H -1.792112 3.963839 -0.975239 -0.30 0.25 0.35
C -5.747861 -5.670234 -7.707024 -0.22 0.10 0.00
C -5.108065 -7.042072 -7.653694 0.11 0.37 0.00
O -4.006825 -7.098831 -8.548297 0.42 0.02 -0.08
H -6.089033 -5.444019 -8.722570 0.00 -0.12 0.14
H -6.601644 -5.611409 -7.026130 0.09 0.11 -0.03
H -5.024791 -4.894748 -7.433913 -0.10 -0.06 0.12
H -5.827496 -7.811847 -7.948439 0.25 0.03 -0.06
H -4.752599 -7.270436 -6.644242 -0.19 -0.05 0.12
H -3.369940 -6.417280 -8.272837 -0.35 -0.38 -0.18
```
Forces are in eV/Å.

Properties
Maximum force = 8.59 eV Å⁻¹
Total charge = 0
Kohn-Sham gap = 8.5 eV

=====

Question: Among the records above, which one has the highest maximum force?
Answer: C21H59O12PS

=====

Question: maximum force of number 1 (C22H45N2OP3RhSe)?
Answer: 3.03 eV Å⁻¹